# 1
{
  "formula": "C23H51N3O4RbSSiTa",
  "method": "ωB97M-V with the def2-TZVPD basis set",
  "species": ["N", "C", "O", "Rb", "Ta", "N", "N", "C", "C", "C", "C", "C", "C", "C", "C", "H", "H", "H", "H", "H", "H", "H", "H", "H", "H", "H", "H", "H", "H", "H", "H", "H", "H", "C", "H", "H", "H", "C", "H", "H", "H", "C", "C", "C", "C", "O", "Si", "S", "O", "C", "C", "C", "C", "O", "C", "C", "C", "C", "H", "H", "H", "H", "H", "H", "H", "H", "H", "H", "H", "H", "H", "H", "H", "H", "H", "H", "H", "H", "H", "H", "H", "H", "H", "H", "H"],
  "positions_angstrom": [[-1.391, 1.275, 0.228], [-2.027, 2.271, 0.708], [-2.292, 3.435, 0.313], [-0.489, 3.048, -1.473], [0.008, -0.024, 0.038], [1.701, 1.021, 0.168], [-0.021, -0.756, -1.818], [2.107, 1.841, 1.398], [-1.002, -1.090, -2.926], [1.939, 3.329, 1.063], [3.553, 1.532, 1.796], [1.173, 1.446, 2.506], [-0.305, -1.070, -4.296], [-1.597, -2.474, -2.649], [-2.085, -0.036, -2.891], [2.500, 3.635, 0.171], [2.298, 3.942, 1.906], [0.873, 3.585, 0.931], [3.701, 0.458, 1.943], [3.768, 2.034, 2.753], [4.290, 1.892, 1.071], [0.108, 1.615, 2.232], [1.349, 2.073, 3.393], [1.310, 0.396, 2.809], [0.203, -0.115, -4.466], [-1.063, -1.193, -5.084], [0.420, -1.880, -4.414], [-0.832, -3.256, -2.592], [-2.298, -2.752, -3.457], [-2.158, -2.478, -1.702], [-2.552, 0.047, -1.898], [-2.875, -0.292, -3.616], [-1.690, 0.949, -3.183], [1.290, -1.524, -1.914], [1.860, -1.333, -0.997], [1.130, -2.606, -1.994], [1.908, -1.183, -2.764], [2.745, 1.041, -0.925], [3.620, 0.413, -0.672], [2.296, 0.644, -1.839], [3.098, 2.058, -1.140], [-5.364, -3.241, 0.369], [-4.705, -2.038, 1.060], [-4.480, -0.870, 0.101], [-5.446, -1.629, 2.320], [-3.380, -2.541, 1.395], [-2.125, -2.267, 2.423], [-1.188, -0.567, 2.217], [-2.693, -2.566, 3.896], [-2.825, -1.986, 5.226], [-2.742, -0.471, 5.160], [-4.201, -2.458, 5.706], [-1.701, -2.583, 6.071], [-1.239, -3.603, 2.041], [0.104, -4.122, 2.227], [1.016, -3.354, 1.271], [0.511, -3.971, 3.687], [-0.058, -5.596, 1.816], [-6.353, -2.913, 0.054], [-5.459, -4.077, 1.063], [-4.788, -3.561, -0.502], [-5.469, -0.517, -0.203], [-3.924, -0.067, 0.584], [-3.939, -1.216, -0.786], [-5.568, -2.485, 2.987], [-4.934, -0.812, 2.834], [-6.434, -1.283, 2.002], [-3.492, -0.044, 4.489], [-2.930, -0.105, 6.176], [-1.748, -0.129, 4.859], [-4.277, -3.548, 5.695], [-4.309, -2.096, 6.728], [-5.002, -2.028, 5.100], [-1.746, -3.676, 6.086], [-0.724, -2.256, 5.712], [-1.845, -2.205, 7.083], [1.072, -2.295, 1.556], [2.012, -3.796, 1.357], [0.664, -3.439, 0.238], [-0.198, -4.484, 4.344], [1.495, -4.437, 3.789], [0.583, -2.919, 3.961], [-0.767, -6.101, 2.474], [-0.406, -5.677, 0.784], [0.924, -6.055, 1.912]],
  "charge": 2,
  "e_homo_ev": [-13.95, -13.95]
}

---

# 2
{
  "formula": "C23H51N4O6PZr",
  "method": "ωB97M-V with the def2-TZVPD basis set",
  "species": ["C", "C", "O", "C", "C", "O", "C", "C", "C", "C", "C", "C", "N", "C", "N", "N", "O", "C", "P", "C", "O", "C", "C", "C", "C", "C", "C", "C", "C", "C", "O", "C", "N", "O", "H", "H", "H", "H", "H", "H", "H", "H", "H", "H", "H", "H", "H", "H", "H", "H", "H", "H", "H", "H", "H", "H", "H", "H", "H", "H", "H", "H", "H", "H", "H", "H", "H", "H", "H", "H", "H", "H", "H", "H", "H", "H", "H", "H", "H", "H", "H", "H", "H", "H", "H", "Zr"],
  "positions_angstrom": [[0.751, 4.093, 2.764], [1.460, 4.892, 1.684], [2.771, 5.322, 2.016], [3.701, 4.342, 2.363], [3.949, 3.299, 1.264], [3.232, 2.112, 1.442], [3.584, 1.114, 0.521], [2.518, 0.026, 0.244], [3.311, -1.141, -0.367], [2.568, -2.388, -0.849], [3.390, -3.183, -1.870], [3.128, -2.922, -3.391], [2.414, -4.035, -4.005], [1.040, -4.212, -3.930], [0.550, -4.501, -2.772], [0.400, -4.141, -5.135], [1.562, 0.421, -0.753], [0.969, 1.671, -0.560], [1.712, 3.074, -1.538], [2.855, 2.362, -2.775], [0.556, 3.822, -2.343], [1.868, -0.376, 1.629], [0.336, -0.510, 1.739], [-0.320, -1.702, 1.029], [-1.703, -2.021, 1.608], [-2.792, -0.927, 1.507], [-4.151, -1.584, 1.231], [-5.363, -0.655, 1.420], [-6.530, -1.068, 0.511], [-7.775, -0.255, 0.783], [-8.526, -0.067, -0.375], [-9.740, 0.620, -0.298], [2.424, -1.655, 2.070], [3.668, -1.463, 2.682], [1.276, 3.168, 3.024], [-0.249, 3.821, 2.413], [0.643, 4.690, 3.670], [1.456, 4.349, 0.719], [0.907, 5.815, 1.502], [3.451, 3.813, 3.292], [4.642, 4.866, 2.543], [3.577, 3.811, 0.309], [5.031, 3.083, 1.190], [4.470, 0.581, 0.889], [3.945, 1.631, -0.401], [4.069, -1.447, 0.356], [3.867, -0.707, -1.216], [1.575, -2.161, -1.244], [2.441, -3.040, 0.023], [4.442, -2.967, -1.659], [3.230, -4.248, -1.704], [2.559, -1.994, -3.518], [4.068, -2.829, -3.930], [2.672, -4.149, -4.987], [-0.441, -4.746, -2.785], [-0.489, -4.626, -5.193], [0.341, -3.228, -5.570], [0.937, 1.981, 0.488], [-0.066, 1.637, -0.924], [2.817, 1.276, -2.874], [2.666, 2.856, -3.738], [4.096, 2.496, -2.519], [0.061, 3.282, -2.985], [2.168, 0.352, 2.389], [0.176, -0.633, 2.818], [-0.174, 0.424, 1.487], [-0.429, -1.467, -0.037], [0.288, -2.603, 1.147], [-2.093, -2.906, 1.098], [-1.577, -2.261, 2.670], [-2.539, -0.191, 0.733], [-2.851, -0.380, 2.453], [-4.141, -1.977, 0.208], [-4.250, -2.426, 1.922], [-5.698, -0.746, 2.460], [-5.113, 0.401, 1.272], [-6.260, -0.933, -0.540], [-6.750, -2.129, 0.667], [-8.443, -0.744, 1.528], [-7.568, 0.757, 1.198], [-9.760, 1.382, -1.091], [-9.930, 1.049, 0.687], [-10.543, -0.097, -0.560], [1.796, -2.122, 2.719], [3.664, -1.888, 3.554], [4.214, 3.761, -1.498]],
  "charge": 4,
  "e_above_lowest_kj_mol": 0.0,
  "e_homo_ev": -17.23
}

---

# 3
{
  "formula": "C23H52BFO5P",
  "method": "ωB97M-V with the def2-TZVPD basis set",
  "species": ["C", "C", "C", "C", "C", "C", "C", "C", "C", "B", "C", "C", "F", "O", "C", "C", "C", "C", "C", "C", "P", "O", "O", "H", "H", "H", "H", "H", "H", "H", "H", "H", "H", "H", "H", "H", "H", "H", "H", "H", "H", "H", "H", "H", "H", "H", "H", "H", "H", "H", "H", "H", "H", "H", "H", "H", "H", "H", "H", "C", "C", "C", "O", "H", "H", "H", "H", "H", "H", "H", "H", "C", "C", "C", "O", "H", "H", "H", "H", "H", "H", "H", "H"],
  "positions_angstrom": [[-1.109, 1.123, 2.874], [-1.656, 2.124, 1.782], [-3.138, 2.461, 2.144], [-3.690, 3.761, 1.471], [-2.745, 5.015, 1.568], [-2.466, 5.524, 0.109], [-1.624, 4.436, -0.648], [-1.119, 4.873, -2.046], [-0.491, 3.698, -2.879], [0.490, 2.705, -2.017], [1.548, 3.529, -1.069], [2.699, 4.067, -2.006], [2.190, 2.734, -0.081], [-0.396, 1.701, -1.349], [-0.577, 0.708, -2.339], [0.974, 0.416, -2.668], [1.131, -0.172, -4.114], [1.867, -1.539, -4.269], [3.377, -1.501, -3.792], [1.084, -2.780, -3.691], [1.472, -0.548, -1.149], [0.440, -1.632, -0.774], [1.392, 1.774, -2.789], [-1.504, 1.413, 3.873], [-1.476, 0.105, 2.641], [-0.001, 1.142, 2.939], [-1.564, 1.607, 0.806], [-0.985, 3.000, 1.749], [-3.297, 2.480, 3.245], [-3.756, 1.615, 1.766], [-3.980, 3.588, 0.415], [-4.627, 4.029, 2.013], [-3.304, 5.823, 2.097], [-1.814, 4.846, 2.139], [-1.933, 6.500, 0.170], [-3.433, 5.690, -0.413], [-2.265, 3.536, -0.758], [-0.814, 4.147, 0.051], [-0.411, 5.728, -1.980], [-2.010, 5.256, -2.603], [-1.321, 3.188, -3.411], [0.135, 4.177, -3.681], [1.133, 4.424, -0.561], [2.336, 4.331, -3.016], [3.127, 5.004, -1.573], [3.530, 3.336, -2.024], [-1.203, -0.153, -2.041], [-1.002, 1.029, -3.316], [0.150, -0.210, -4.640], [1.730, 0.571, -4.686], [1.934, -1.727, -5.368], [4.027, -1.863, -4.617], [3.489, -2.243, -2.974], [3.680, -0.496, -3.450], [-0.007, -2.635, -3.731], [1.387, -3.652, -4.318], [1.470, -2.992, -2.678], [2.796, -1.065, -1.188], [1.456, 0.393, -0.072], [-1.042, -3.069, 4.102], [-2.390, -3.324, 3.445], [-2.457, -4.720, 2.843], [-2.613, -2.354, 2.426], [-0.234, -3.139, 3.371], [-1.006, -2.061, 4.522], [-0.850, -3.788, 4.902], [-3.187, -3.205, 4.182], [-1.695, -4.845, 2.070], [-3.426, -4.884, 2.366], [-2.307, -5.488, 3.605], [-1.915, -2.449, 1.769], [3.442, -4.713, 2.347], [2.418, -5.748, 2.790], [2.538, -7.028, 1.978], [1.104, -5.212, 2.649], [3.289, -4.441, 1.299], [3.338, -3.798, 2.932], [4.460, -5.089, 2.464], [2.558, -5.972, 3.850], [2.356, -6.832, 0.917], [1.793, -7.758, 2.300], [3.531, -7.472, 2.083], [0.966, -5.009, 1.717]],
  "charge": -1,
  "e_homo_ev": -4.96
}

---

# 4
{
  "formula": "C23H52ClIO9P",
  "method": "ωB97M-V with the def2-TZVPD basis set",
  "species": ["C", "C", "C", "I", "P", "O", "Cl", "C", "C", "C", "C", "C", "C", "O", "C", "C", "O", "H", "H", "H", "H", "H", "H", "H", "H", "H", "H", "H", "H", "H", "H", "H", "H", "H", "H", "H", "H", "H", "H", "H", "H", "C", "O", "C", "C", "O", "C", "C", "O", "C", "H", "H", "H", "H", "H", "H", "H", "H", "H", "H", "H", "H", "H", "H", "C", "O", "C", "C", "O", "C", "C", "O", "C", "H", "H", "H", "H", "H", "H", "H", "H", "H", "H", "H", "H", "H", "H"],
  "positions_angstrom": [[-2.066, 2.440, 2.263], [-2.392, 1.890, 3.646], [-1.584, 0.696, 4.143], [-2.179, -1.067, 2.997], [0.328, 0.773, 4.476], [2.024, 0.837, 4.886], [0.262, 3.068, 4.669], [0.864, 0.813, 2.662], [1.665, 2.000, 2.147], [2.359, 1.633, 0.816], [2.742, 2.872, 0.013], [3.149, 2.554, -1.437], [2.538, 3.487, -2.457], [3.262, 4.715, -2.577], [2.958, 5.705, -1.689], [1.508, 6.058, -1.468], [3.857, 6.355, -1.159], [-2.925, 3.012, 1.914], [-1.904, 1.650, 1.541], [-1.232, 3.130, 2.310], [-3.429, 1.545, 3.583], [-2.423, 2.672, 4.394], [-2.005, 0.448, 5.113], [0.019, 0.801, 5.883], [0.348, -0.660, 4.502], [2.082, 1.248, 5.743], [1.515, -0.054, 2.564], [0.038, 0.659, 1.975], [2.432, 2.294, 2.851], [1.023, 2.844, 1.924], [1.634, 1.085, 0.215], [3.240, 1.028, 1.007], [3.530, 3.429, 0.508], [1.863, 3.516, -0.028], [4.232, 2.612, -1.515], [2.860, 1.543, -1.716], [1.487, 3.650, -2.242], [2.571, 3.020, -3.438], [1.366, 7.075, -1.808], [0.812, 5.426, -2.004], [1.296, 5.988, -0.410], [-6.279, -0.909, 4.104], [-6.797, -1.902, 3.243], [-5.787, -2.484, 2.431], [-6.151, -3.898, 2.045], [-5.972, -4.852, 3.084], [-6.930, -4.879, 4.125], [-8.250, -5.511, 3.744], [-9.055, -4.619, 2.991], [-9.977, -5.287, 2.167], [-5.877, -0.061, 3.538], [-7.098, -0.561, 4.732], [-5.488, -1.313, 4.744], [-4.828, -2.479, 2.958], [-5.682, -1.880, 1.520], [-5.458, -4.208, 1.261], [-7.161, -3.947, 1.632], [-7.081, -3.887, 4.555], [-6.483, -5.510, 4.896], [-8.793, -5.778, 4.662], [-8.056, -6.426, 3.172], [-9.467, -5.961, 1.468], [-10.513, -4.532, 1.595], [-10.699, -5.862, 2.760], [5.651, 2.500, -5.624], [6.066, 1.198, -5.277], [5.561, 0.788, -4.015], [5.399, -0.711, -3.947], [4.266, -1.205, -4.645], [4.339, -1.275, -6.058], [5.191, -2.407, -6.583], [6.571, -2.095, -6.497], [7.383, -3.243, -6.426], [6.053, 3.246, -4.930], [6.027, 2.708, -6.624], [4.558, 2.576, -5.638], [4.591, 1.262, -3.821], [6.268, 1.111, -3.240], [5.219, -0.970, -2.902], [6.314, -1.219, -4.261], [4.647, -0.321, -6.491], [3.313, -1.468, -6.379], [4.939, -2.582, -7.638], [4.968, -3.317, -6.013], [7.116, -3.863, -5.562], [8.413, -2.911, -6.313], [7.301, -3.845, -7.339]],
  "charge": -1,
  "e_homo_ev": -4.95
}

---

# 5
{
  "formula": "C23H52IN2O2RuSSbSi",
  "method": "ωB97M-V with the def2-TZVPD basis set",
  "species": ["Ru", "O", "S", "N", "C", "C", "C", "C", "Si", "C", "C", "C", "C", "C", "C", "C", "C", "H", "H", "H", "H", "H", "H", "H", "H", "H", "H", "H", "H", "H", "H", "H", "H", "H", "H", "H", "H", "H", "H", "H", "H", "H", "H", "H", "C", "C", "C", "Sb", "C", "C", "C", "C", "C", "C", "H", "H", "H", "H", "H", "H", "H", "H", "H", "H", "H", "H", "H", "H", "H", "H", "H", "H", "H", "H", "H", "N", "C", "O", "C", "I", "H", "H", "H", "H"],
  "positions_angstrom": [[0.112, 0.117, -0.367], [-0.722, 3.082, 1.771], [-0.365, 3.258, 0.360], [-0.045, 1.973, -0.353], [3.207, -1.188, 1.316], [3.316, 0.088, 0.473], [2.847, 1.267, 1.336], [4.817, 0.273, 0.139], [2.491, 0.010, -1.259], [2.851, 1.454, -2.455], [3.141, 2.782, -1.748], [4.119, 1.029, -3.233], [1.729, 1.700, -3.473], [2.266, -1.715, -2.009], [1.202, -2.392, -1.140], [3.528, -2.591, -2.027], [1.722, -1.658, -3.442], [3.774, -1.031, 2.238], [3.632, -2.065, 0.830], [2.182, -1.417, 1.600], [3.471, 1.311, 2.232], [1.812, 1.137, 1.676], [2.919, 2.231, 0.839], [5.376, 0.246, 1.078], [5.032, 1.229, -0.335], [5.214, -0.528, -0.490], [4.000, 2.738, -1.080], [2.278, 3.143, -1.187], [3.368, 3.531, -2.511], [4.990, 0.896, -2.591], [4.363, 1.826, -3.941], [3.979, 0.117, -3.813], [0.780, 1.952, -2.994], [1.585, 0.856, -4.143], [2.010, 2.556, -4.092], [1.539, -2.658, -0.139], [0.859, -3.307, -1.634], [0.217, -1.864, -0.988], [3.972, -2.737, -1.043], [4.290, -2.168, -2.683], [3.275, -3.579, -2.421], [0.791, -1.090, -3.499], [1.512, -2.677, -3.779], [2.427, -1.225, -4.149], [-1.505, -0.197, -4.685], [-1.944, -1.143, -3.574], [-3.247, -1.849, -3.941], [-2.114, -0.120, -1.677], [-3.183, 1.732, -1.907], [-3.736, 2.199, -0.562], [-4.306, 1.598, -2.932], [-3.177, -1.410, -0.303], [-4.688, -1.389, -0.518], [-2.616, -2.826, -0.374], [-1.358, -0.770, -5.602], [-0.573, 0.328, -4.468], [-2.264, 0.555, -4.897], [-1.171, -1.894, -3.396], [-4.060, -1.140, -4.110], [-3.570, -2.574, -3.196], [-3.094, -2.392, -4.876], [-2.429, 2.432, -2.275], [-4.608, 1.610, -0.278], [-4.066, 3.236, -0.649], [-3.030, 2.142, 0.269], [-5.029, 0.833, -2.642], [-3.953, 1.377, -3.938], [-4.844, 2.547, -2.979], [-2.950, -0.986, 0.680], [-4.965, -1.765, -1.503], [-5.118, -0.395, -0.399], [-5.163, -2.039, 0.219], [-2.769, -3.281, -1.354], [-3.131, -3.451, 0.357], [-1.553, -2.870, -0.133], [-0.721, 0.434, 2.890], [-0.389, -0.750, 2.452], [-0.100, -1.007, 1.235], [-0.330, -1.906, 3.394], [-2.298, -2.718, 3.585], [-0.783, 1.275, 2.307], [-0.957, 0.542, 3.867], [0.003, -1.605, 4.383], [0.314, -2.678, 2.989]],
  "charge": 2,
  "e_homo_ev": -14.97
}